No. 1
# C3H9S

2 unconnected molecules or ions with the total composition C3H9S at a distorted geometry (wB97M-V/def2-TZVPD, the Open Molecules 2025 dataset).

## Properties
E = -14092.8516 eV
Energy relative to the best compared isomer or geometry (same formula, charge and spin) = 7.0 kcal/mol
Net charge = -1
HOMO = -0.0889 hartree
Gap between HOMO and LUMO = 6.31 eV

Each line ends with the Mulliken charge.
Element x y z (Å)
S (0.31403, -2.29959, 0.68379)  -0.869
H (-1.03095, -2.27113, 0.74965)  -0.048
C (0.24589, 1.04304, 0.69363)  -0.882
C (-0.48555, 1.03609, -0.67809)  -0.120
C (-0.23469, 2.35094, -1.40627)  -1.126
H (1.36853, 1.21786, 0.51760)  0.203
H (0.19927, 0.06560, 1.21302)  0.132
H (-0.10037, 1.86327, 1.32928)  0.311
H (-1.55975, 0.95795, -0.48327)  0.216
H (-0.30134, 0.20840, -1.36892)  0.281
H (-0.85523, 2.48169, -2.28939)  0.335
H (-0.54868, 3.15156, -0.71164)  0.266
H (0.80227, 2.51984, -1.76135)  0.302



No. 2
# C3H9S2

2 unconnected molecules or ions with the total composition C3H9S2 at a distorted geometry (wB97M-V/def2-TZVPD, the Open Molecules 2025 dataset).

## Properties
E = -24928.0220 eV
Energy relative to the best compared isomer or geometry (same formula, charge and spin) = 16.7 kcal/mol
Net charge = -1
HOMO = -0.0909 hartree
Gap between HOMO and LUMO = 5.96 eV

Each line ends with the Mulliken charge.
Element x y z (Å)
C (-2.40436, 0.49594, 1.56253)  -0.730
S (-1.90653, 2.21977, 1.62645)  -0.234
H (-3.00015, 0.27942, 2.45767)  0.262
H (-1.60914, -0.24727, 1.64258)  0.263
H (-3.03307, 0.21493, 0.71860)  0.262
C (1.18939, -1.23800, -1.43616)  -0.907
C (2.16872, -0.24550, -0.80735)  -0.475
S (1.22632, 1.34788, -0.50611)  -0.661
H (0.35673, -1.31742, -0.73624)  0.157
H (0.74793, -0.88135, -2.35944)  0.275
H (1.64157, -2.23876, -1.54962)  0.307
H (3.01889, -0.01711, -1.45066)  0.234
H (2.52843, -0.60347, 0.15440)  0.205
H (-0.92473, 2.23092, 0.68334)  0.041



No. 3
# C3H9S2

2 unconnected molecules or ions with the total composition C3H9S2 at a distorted geometry (wB97M-V/def2-TZVPD, the Open Molecules 2025 dataset).

## Properties
E = -24927.2627 eV
Energy relative to the best compared isomer or geometry (same formula, charge and spin) = 34.2 kcal/mol
Net charge = -1
HOMO = -0.0814 hartree
Gap between HOMO and LUMO = 5.41 eV

Each line ends with the Mulliken charge.
Element x y z (Å)
C (0.44628, -1.01308, 2.19828)  -0.739
S (-0.72916, 0.35839, 2.49253)  -0.730
H (1.47754, -0.91430, 1.96486)  0.257
H (0.38748, -1.68619, 3.10532)  0.248
H (-0.08094, -1.55411, 1.29393)  0.020
C (1.32030, -0.65904, -1.47306)  -0.637
S (-0.08567, -0.02610, -2.39108)  -0.159
C (-0.44375, 1.16245, -1.03855)  -0.580
H (0.88569, -1.17476, -0.63086)  0.056
H (1.98923, 0.18050, -1.18779)  0.266
H (1.94599, -1.33159, -2.06369)  0.334
H (-1.27114, 0.78506, -0.41737)  0.232
H (0.48800, 1.18201, -0.45864)  0.148
H (-0.72153, 2.25497, -1.34912)  0.283



No. 4
# C3H9S2

2 unconnected molecules or ions with the total composition C3H9S2 at a distorted geometry (wB97M-V/def2-TZVPD, the Open Molecules 2025 dataset).

## Properties
E = -24928.0850 eV
Energy relative to the best compared isomer or geometry (same formula, charge and spin) = 15.3 kcal/mol
Net charge = -1
HOMO = -0.0937 hartree
Gap between HOMO and LUMO = 6.08 eV

Each line ends with the Mulliken charge.
Element x y z (Å)
C (-2.00949, -0.75087, 0.65857)  -0.539
S (-2.55962, 0.00924, -0.90558)  -0.257
H (-2.21189, -1.81332, 0.77141)  0.280
H (-2.41524, -0.12921, 1.45864)  0.293
H (-0.91777, -0.69340, 0.70210)  -0.052
C (1.17070, 1.25020, -0.01779)  -0.923
C (1.81426, -0.13329, -0.17645)  -0.544
S (0.88889, -1.49183, -0.96061)  -0.643
H (0.78490, 1.54266, -1.00407)  0.238
H (0.31134, 1.28962, 0.65645)  0.218
H (1.86634, 2.03553, 0.29334)  0.358
H (2.10746, -0.44152, 0.83706)  0.218
H (2.72735, -0.00513, -0.76259)  0.256
H (-1.55723, -0.66866, -1.55047)  0.097



No. 5
# C3HBr3

2 unconnected molecules or ions with the total composition C3HBr3 at a distorted geometry (wB97M-V/def2-TZVPD, the Open Molecules 2025 dataset).

## Properties
E = -213246.2510 eV
Energy relative to the best compared isomer or geometry (same formula, charge and spin) = 113.7 kcal/mol
HOMO (alpha / beta) = -0.3515 / -0.3186 hartree
Gap between HOMO and LUMO (alpha / beta) = 8.56 / 6.81 eV

Each line ends with the Mulliken charge.
Element x y z (Å)
C (-0.15772, 0.23471, -0.24775)  -0.032
C (-2.05055, -1.77663, 0.89920)  -0.083
C (0.94768, 0.35069, -0.86084)  -0.105
Br (-1.77827, -1.30733, 2.57655)  0.133
Br (1.62175, 2.36646, -1.19625)  -0.190
Br (2.24758, -0.81343, -1.47628)  -0.028
H (-0.83046, 0.94552, 0.30538)  0.305



No. 6
# C3HBrF2

C3HBrF2 in the gas phase at a distorted geometry (wB97M-V/def2-TZVPD, the Open Molecules 2025 dataset).

## Properties
E = -78598.5728 eV
Energy relative to the best compared isomer or geometry (same formula, charge and spin) = 84.8 kcal/mol
HOMO (alpha / beta) = -0.3800 / -0.3457 hartree
Gap between HOMO and LUMO (alpha / beta) = 8.34 / 6.96 eV

Each line ends with the Mulliken charge.
Element x y z (Å)
C (0.55224, 0.95189, -1.68143)  0.049
C (0.36394, 0.76930, -0.47181)  -0.016
C (0.13105, 0.43367, 0.85873)  -0.056
F (-1.54102, -2.86032, 0.98416)  -0.528
F (-0.32032, 1.26968, 1.78307)  -0.160
Br (-0.05220, -1.42456, 1.20575)  0.293
H (0.86631, 0.86036, -2.67848)  0.418



No. 7
# C3HBrN2O2S

C3HBrN2O2S in the gas phase at a distorted geometry (wB97M-V/def2-TZVPD, the Open Molecules 2025 dataset).

## Properties
SMILES = O=[N+]([O-])c1nc(Br)cs1
E = -91075.7077 eV
Energy relative to the best compared isomer or geometry (same formula, charge and spin) = 80.9 kcal/mol
HOMO = -0.3610 hartree
Gap between HOMO and LUMO = 7.87 eV

Each line ends with the Mulliken charge.
Element x y z (Å)
C (-0.38420, -0.73414, 1.46503)  -0.073
C (0.93338, -0.27697, 1.12517)  0.027
C (-0.20124, 0.25707, -0.68423)  0.278
N (1.07907, 0.35957, 0.00001)  -0.407
N (-0.39953, 0.78058, -1.90997)  0.933
O (0.52064, 1.31046, -2.51949)  -0.515
O (-1.55426, 0.56312, -2.33414)  -0.601
S (-1.49554, -0.47850, 0.17300)  0.055
Br (2.30098, -0.47352, 2.42397)  -0.126
H (-0.79929, -1.30769, 2.26065)  0.429



No. 8
# C3HBrNO3

2 unconnected molecules or ions with the total composition C3HBrNO3 at a distorted geometry (wB97M-V/def2-TZVPD, the Open Molecules 2025 dataset).

## Properties
E = -80801.2585 eV
Energy relative to the best compared isomer or geometry (same formula, charge and spin) = 36.8 kcal/mol
Net charge = -1
HOMO = -0.0942 hartree
Gap between HOMO and LUMO = 5.98 eV

Each line ends with the Mulliken charge.
Element x y z (Å)
C (1.10985, -0.00823, 0.98292)  -0.458
C (0.28170, 0.67948, -0.03711)  0.559
C (-2.10579, -1.48659, -0.66220)  0.704
N (0.85763, 1.41029, 0.95996)  -0.315
O (-0.37045, 0.91004, -1.02365)  -0.610
O (-1.52035, -2.24311, -1.26347)  -0.333
O (-2.66065, -0.73361, 0.00939)  -0.384
Br (2.85880, -0.80422, 0.10702)  -0.431
H (1.54926, 2.27596, 0.92714)  0.268



No. 9
# C3HBrNO3

A gas-phase ion, C3HBrNO3 (charge -1) at a distorted geometry (wB97M-V/def2-TZVPD, the Open Molecules 2025 dataset).

## Properties
E = -80798.1877 eV
Energy relative to the best compared isomer or geometry (same formula, charge and spin) = 107.7 kcal/mol
Net charge = -1
HOMO (alpha / beta) = -0.1229 / -0.1347 hartree
Gap between HOMO and LUMO (alpha / beta) = 6.82 / 7.14 eV

Each line ends with the Mulliken charge.
Element x y z (Å)
C (-0.56275, 1.27166, 0.43564)  -0.479
C (0.39958, 0.94341, -0.53302)  0.727
C (-0.64459, -1.32536, 0.94450)  0.031
N (0.84031, -0.41047, -0.59726)  -0.094
O (1.10185, 1.69967, -1.22003)  -0.692
O (-1.19611, -2.13419, 1.65189)  -0.421
O (0.46795, -1.50909, 0.25526)  -0.158
Br (-2.22148, 1.97704, -0.08403)  -0.151
H (1.81524, -0.51266, -0.85295)  0.236



No. 10
# C3HBrO2S

A molecular structure, C3HBrO2S at a distorted geometry (wB97M-V/def2-TZVPD, the Open Molecules 2025 dataset).

## Properties
E = -88093.4719 eV
Energy relative to the best compared isomer or geometry (same formula, charge and spin) = 127.4 kcal/mol
HOMO = -0.3166 hartree
Gap between HOMO and LUMO = 7.55 eV

Each line ends with the Mulliken charge.
Element x y z (Å)
C (-0.08790, -0.31858, 0.57184)  -0.262
C (-1.29542, -1.90192, -1.21084)  -0.068
C (1.30003, -2.07782, -0.32440)  0.705
O (2.35163, -2.62258, -0.23403)  -0.430
O (0.95026, -0.89718, 0.03044)  -0.151
S (-0.05124, -2.95900, -1.37043)  0.016
Br (-2.95176, -2.25670, -1.90579)  -0.021
H (-0.16218, 0.70394, 0.16079)  0.210